[1]
Below is C31H70CaN3O6 as an isolated structure at a distorted geometry, with properties calculated with the ωB97M-V functional and the def2-TZVPD basis.

Its spin multiplicity is 1. The lowest unoccupied orbital energy comes out at -6.94 eV. The net charge is +1. The value obtained for the energy above the lowest of the compared OMol25 structures with the same formula, charge and spin is 996.1 kJ/mol.

Last column: Mulliken charge in e.
Atoms and positions in Å:
Ca -0.3034 -5.5494 0.2617  1.665
O -1.5756 0.0344 -1.0129  -0.402
C -1.1948 -1.2133 -0.8007  0.748
O -0.6721 -1.5795 0.2750  -0.645
O -1.2036 -2.0736 -1.6918  -0.685
H -1.7058 0.1169 -1.9605  0.302
C -8.4927 1.3298 2.3765  -0.464
C -7.1623 1.2119 1.6205  -0.443
C -6.0903 1.7138 2.5686  -0.377
O -6.7490 1.7239 3.7882  -0.427
C -8.1300 1.9713 3.6814  -0.398
H -8.8702 0.3158 2.5086  0.178
H -9.3135 1.8861 1.9239  0.349
H -7.1449 1.9201 0.7922  0.224
H -6.9537 0.1969 1.2822  0.297
H -5.8359 2.7491 2.3415  0.282
H -5.1893 1.1014 2.6037  0.236
H -8.3998 3.0268 3.7180  0.275
H -8.6466 1.5368 4.5372  0.268
C -4.1788 -6.7145 5.5289  -0.535
C -4.3631 -5.1460 5.5083  -0.494
C -4.0065 -4.7635 4.0758  -0.511
O -3.1030 -5.8042 3.6565  -0.377
C -3.6025 -7.0470 4.1653  -0.460
H -5.1401 -7.2151 5.6449  0.281
H -3.5381 -7.0125 6.3588  0.285
H -3.6109 -4.7750 6.2045  0.223
H -5.3457 -4.7920 5.8200  0.344
H -3.6032 -3.7539 3.9977  0.335
H -4.8474 -4.7603 3.3822  0.301
H -2.8702 -7.8495 4.2536  0.296
H -4.3837 -7.3555 3.4705  0.320
C 3.2490 -6.3662 5.8104  -0.550
C 2.5003 -5.2036 6.2546  -0.489
C 2.3282 -4.4388 4.9089  -0.525
O 2.0055 -5.4413 3.9425  -0.370
C 2.6560 -6.6578 4.4235  -0.439
H 3.1466 -7.2305 6.4667  0.302
H 4.2988 -6.0891 5.7153  0.271
H 2.9732 -4.6403 7.0592  0.345
H 1.4738 -5.4217 6.5491  0.245
H 3.2508 -3.9182 4.6526  0.270
H 1.5610 -3.6649 4.8818  0.337
H 3.4204 -7.0552 3.7557  0.296
H 1.8883 -7.4204 4.5543  0.310
C -0.8922 6.6656 1.0171  -1.179
C -0.9073 7.5211 -0.2582  -0.387
N -0.7497 8.9280 0.0842  -0.008
C -1.9837 9.4557 0.6161  -0.323
C -1.8348 10.8255 1.2939  -1.426
C -0.2940 9.7766 -1.0117  -0.445
C 1.0840 9.3775 -1.5784  -1.183
H -1.1170 5.6190 0.8113  0.390
H -1.7215 6.9843 1.6485  0.296
H 0.0539 6.7070 1.5569  0.273
H -0.1407 7.1946 -0.9608  0.314
H -1.8424 7.4788 -0.8167  0.313
H -2.7350 9.5403 -0.1691  0.336
H -2.3971 8.8278 1.4054  0.282
H -1.8316 11.6762 0.6125  0.365
H -2.7933 10.9263 1.8031  0.437
H -0.9794 10.9375 1.9600  0.325
H -0.2336 10.8219 -0.7088  0.269
H -1.0689 9.7597 -1.7781  0.350
H 1.9097 9.7093 -0.9488  0.285
H 1.2299 9.9149 -2.5154  0.379
H 1.2330 8.3379 -1.8703  0.338
C 5.8010 -2.9411 -1.1831  -1.349
C 6.8542 -3.8798 -0.4720  -0.326
N 7.6145 -4.7455 -1.4084  -0.171
C 8.2628 -3.9258 -2.4721  -0.181
C 9.2746 -4.6179 -3.3248  -1.533
C 8.6941 -5.5318 -0.6660  -0.371
C 8.2507 -6.4622 0.3966  -1.360
H 5.1000 -3.5811 -1.7189  0.356
H 6.1184 -2.2128 -1.9294  0.321
H 5.1282 -2.4500 -0.4801  0.409
H 7.5249 -3.3171 0.1773  0.368
H 6.4287 -4.5074 0.3110  0.283
H 7.5401 -3.3485 -3.0489  0.351
H 8.8915 -3.1581 -2.0210  0.318
H 9.5489 -4.0508 -4.2144  0.404
H 10.2068 -4.8957 -2.8330  0.318
H 8.7863 -5.5146 -3.7063  0.391
H 9.4310 -4.8484 -0.2442  0.370
H 9.1926 -6.1741 -1.3920  0.335
H 7.6027 -6.0964 1.1931  0.354
H 9.1297 -6.9728 0.7899  0.384
H 7.6202 -7.2355 -0.0421  0.331
C -3.3406 3.7063 -4.9816  -1.298
C -2.9523 2.5264 -5.8890  -0.449
N -1.8324 1.6711 -5.5537  0.143
C -1.7573 0.5531 -6.4853  -0.762
C -1.2906 0.9224 -7.9019  -1.029
C -0.5849 2.4736 -5.4936  -0.544
C 0.6626 1.5845 -5.0833  -1.284
H -3.6951 3.4196 -3.9915  0.287
H -4.0858 4.4023 -5.3666  0.379
H -2.4711 4.3233 -4.7551  0.326
H -3.8091 1.8539 -5.8487  0.353
H -2.9085 2.9067 -6.9095  0.347
H -1.1166 -0.2009 -6.0282  0.354
H -2.7526 0.1086 -6.4825  0.478
H -2.0528 1.4732 -8.4529  0.304
H -0.3912 1.5380 -7.8855  0.255
H -1.0141 0.0528 -8.4982  0.395
H -0.6554 3.2576 -4.7397  0.380
H -0.4518 3.0729 -6.3942  0.420
H 1.5879 2.1456 -4.9527  0.406
H 0.9262 0.8559 -5.8499  0.284
H 0.4701 0.9529 -4.2160  0.261

=====

[2]
Below is a 6-piece molecular cluster, C31H71F2N6O5S overall at a distorted geometry, with properties calculated with the ωB97M-V functional and the def2-TZVPD basis.

Its spin multiplicity is 1. The lowest unoccupied orbital energy comes out at -4.91 eV. The net charge is +1.

Last column: Mulliken charge in e.
Atoms and positions in Å:
C 6.5254 -4.0781 -2.4536  -0.783
C 6.0427 -2.4871 -2.5001  -0.422
C 4.8098 -2.2412 -3.6025  -0.541
C 3.5350 -3.1243 -3.0402  0.666
C 2.4115 -2.4946 -2.0188  -0.342
C 1.2102 -3.4825 -1.4928  -0.154
S -0.0760 -2.7268 -0.3172  -0.140
N 1.1214 -4.9603 -1.9286  0.384
F 0.0943 -5.6646 -1.3764  -0.147
C 2.0778 -5.6255 -2.8933  0.440
C 2.0359 -7.1836 -3.4006  0.087
F 2.8646 -8.0522 -2.4864  -0.324
C 0.5378 -7.7821 -3.6925  -0.507
C 0.1864 -8.7761 -2.3939  -0.903
C 3.3351 -4.6986 -3.4890  -0.693
H 7.6095 -4.2132 -2.0293  0.320
H 5.7991 -4.6706 -1.7159  0.225
H 6.3686 -4.5635 -3.5094  0.153
H 6.9519 -1.7456 -2.6833  0.372
H 5.6482 -2.2477 -1.4013  0.246
H 4.6009 -1.0889 -3.5871  0.061
H 5.2044 -2.6571 -4.6246  0.341
H 2.5122 -1.3616 -1.6972  0.384
H 0.2841 -3.1569 0.9699  0.219
H 2.6121 -7.2106 -4.4458  0.304
H 0.4806 -8.4584 -4.6685  0.319
H -0.2758 -6.9133 -3.7434  0.290
H 0.4313 -8.2503 -1.3543  0.250
H -0.9395 -9.1137 -2.3736  0.323
H 0.9066 -9.7162 -2.5444  0.285
H 4.1087 -5.1761 -4.2262  0.232
C 3.0140 -0.0870 5.0460  -1.352
C 2.4621 -0.0835 3.6232  0.355
C 0.9534 -0.4129 3.5457  -0.241
O 0.6450 -1.8008 3.7076  -0.287
C 0.5894 -2.2349 5.0576  -0.601
N 3.2587 -1.0066 2.7998  -0.704
H 3.1537 -1.0956 5.4428  0.275
H 3.9940 0.4035 5.0748  0.367
H 2.3511 0.4590 5.7248  0.299
H 2.5967 0.9304 3.2277  0.411
H 0.6024 -0.1501 2.5403  0.343
H 0.3710 0.1987 4.2448  -0.051
H 0.1979 -1.4623 5.7260  0.170
H 1.5778 -2.5609 5.3860  0.255
H -0.0748 -3.1028 5.1073  0.254
H 2.9477 -0.9296 1.8303  0.184
H 2.9889 -1.9588 3.0634  0.335
C 0.6713 -0.4929 -5.4508  -1.166
C 1.6454 0.6322 -5.1127  0.185
C 1.5790 1.8226 -6.0972  -0.769
O 2.2230 1.5846 -7.3527  -0.425
C 1.4336 0.8683 -8.2895  -0.608
N 3.0053 0.0773 -5.0283  -0.447
H 1.0028 -1.0988 -6.2977  0.285
H 0.5648 -1.1726 -4.5973  0.245
H -0.3218 -0.0950 -5.6826  0.217
H 1.3686 1.0113 -4.1215  0.345
H 2.1190 2.6638 -5.6457  0.364
H 0.5480 2.1638 -6.2480  0.412
H 0.3705 1.1138 -8.2098  0.230
H 1.5894 -0.2048 -8.1660  0.207
H 1.7747 1.1351 -9.2942  0.365
H 3.6381 0.8124 -4.7094  0.329
H 3.3174 -0.1090 -5.9859  0.269
C -4.0709 3.0067 7.1200  -1.586
C -2.5931 3.3812 7.0498  0.882
C -1.7974 2.5610 6.0081  -0.978
O -1.4840 1.2281 6.4235  -0.348
C -2.5361 0.2940 6.2381  -0.686
N -2.0058 3.2613 8.3933  -0.713
H -4.2435 2.0634 7.6439  0.358
H -4.6329 3.7771 7.6609  0.336
H -4.5026 2.9253 6.1173  0.358
H -2.5412 4.4338 6.7466  0.137
H -0.8303 3.0559 5.8570  0.368
H -2.2969 2.5564 5.0321  0.426
H -3.1284 0.5085 5.3438  0.333
H -3.1739 0.2692 7.1234  0.281
H -2.0915 -0.6995 6.1272  0.195
H -1.0442 3.6032 8.3604  0.302
H -1.8984 2.2619 8.5900  0.330
C -2.8991 8.1686 10.5005  -1.379
C -1.8365 8.2723 9.4101  0.335
C -2.4236 8.4619 7.9923  -0.719
O -2.9619 7.2689 7.4139  -0.350
C -4.2818 6.9587 7.8328  -0.658
N -0.9646 7.0893 9.4789  -0.703
H -3.3982 7.1965 10.5133  0.272
H -2.4442 8.3042 11.4886  0.340
H -3.6625 8.9437 10.3788  0.348
H -1.2298 9.1579 9.6343  0.436
H -1.6065 8.7671 7.3272  0.317
H -3.1608 9.2730 7.9666  0.414
H -4.8849 7.8557 8.0019  0.369
H -4.2528 6.3413 8.7322  0.203
H -4.7572 6.3671 7.0448  0.249
H -0.2003 7.2084 8.8124  0.282
H -1.4938 6.2992 9.0985  0.251
C -4.7858 -0.5363 -9.5551  -1.415
C -4.1224 -0.4724 -8.1822  0.246
C -2.6631 0.0370 -8.2250  -0.588
O -1.7152 -0.9310 -8.6854  -0.299
C -1.6332 -1.0450 -10.0975  -0.808
N -4.2132 -1.7958 -7.5458  -0.736
H -4.4443 -1.3867 -10.1504  0.281
H -5.8719 -0.6402 -9.4479  0.357
H -4.5959 0.3788 -10.1251  0.338
H -4.6995 0.2379 -7.5780  0.437
H -2.3604 0.2787 -7.1988  0.260
H -2.5779 0.9676 -8.7985  0.434
H -1.7878 -0.0861 -10.6008  0.362
H -2.3509 -1.7855 -10.4547  0.268
H -0.6332 -1.4099 -10.3504  0.267
H -3.8545 -1.7244 -6.5926  0.270
H -3.5345 -2.4045 -8.0126  0.330

=====

[3]
Below is a 6-piece molecular cluster, C31H71N3O6 overall at a distorted geometry, with properties calculated with the ωB97M-V functional and the def2-TZVPD basis.

Its spin multiplicity is 1. The lowest unoccupied orbital energy comes out at 0.19 eV. The value obtained for the energy above the lowest of the compared OMol25 structures with the same formula, charge and spin is 524.0 kJ/mol.

Last column: Mulliken charge in e.
Atoms and positions in Å:
C -3.4491 -4.2751 8.1329  -1.779
C -2.1701 -4.1017 7.2972  1.416
C -0.9611 -4.0869 8.3379  -1.911
C -2.0324 -5.3841 6.4271  -1.069
C -3.0537 -5.4952 5.4117  -0.648
C -2.9427 -4.3385 4.4320  -1.043
C -2.8652 -2.8884 5.1860  1.324
C -2.1950 -1.9488 4.1116  -1.835
C -4.3946 -2.4241 5.4148  -1.430
N -2.0617 -2.9570 6.4350  0.240
O -2.0401 -1.7208 7.2567  -0.479
H -4.2604 -4.5868 7.4750  0.418
H -3.3274 -5.1678 8.7463  0.432
H -3.7408 -3.4557 8.7899  0.319
H 0.1025 -4.0396 8.1041  0.399
H -0.9797 -3.2293 9.0104  0.433
H -0.9683 -4.9418 9.0141  0.390
H -1.0299 -5.4891 6.0124  0.363
H -2.1048 -6.3354 6.9541  0.422
H -2.7584 -6.3277 4.7731  0.385
H -4.0437 -5.8021 5.7493  0.334
H -3.8393 -4.4861 3.8300  0.287
H -2.1795 -4.4346 3.6597  0.445
H -2.5928 -1.9762 3.0971  0.366
H -1.1439 -2.2014 3.9715  0.454
H -2.2600 -0.9389 4.5165  0.384
H -4.3771 -1.3408 5.5341  0.335
H -4.8038 -2.7863 6.3579  0.358
H -5.0935 -2.7021 4.6259  0.344
H -1.1138 -1.4929 7.1485  0.346
C -1.6431 6.1383 -0.4545  -1.846
C -1.4325 6.4501 -2.0019  1.409
C -2.3367 5.5063 -2.8014  -1.655
C -2.0304 7.8602 -2.2482  -1.100
C -1.5007 8.6328 -3.4026  -0.762
C -0.0074 8.6381 -3.3940  -1.036
C 0.6033 7.1707 -3.4692  1.198
C 0.3835 6.5549 -4.8822  -1.686
C 2.1722 7.2878 -3.4162  -1.951
N 0.0255 6.4113 -2.3042  0.399
O 0.6782 5.2289 -2.0201  -0.467
H -1.1144 6.7496 0.2770  0.447
H -2.6719 6.3545 -0.1663  0.430
H -1.4482 5.1529 -0.0314  0.344
H -3.3277 5.4464 -2.3516  0.433
H -2.3390 5.7157 -3.8711  0.304
H -2.1590 4.4316 -2.7609  0.380
H -3.1140 7.8515 -2.3666  0.462
H -1.9713 8.5293 -1.3898  0.423
H -1.8389 8.0678 -4.2712  0.279
H -1.8743 9.6247 -3.6571  0.384
H 0.3926 9.0533 -2.4689  0.427
H 0.3420 9.3668 -4.1254  0.477
H -0.6764 6.4451 -5.1119  0.316
H 0.9394 5.6202 -4.9554  0.396
H 0.7005 7.1817 -5.7157  0.392
H 2.4877 7.7603 -2.4860  0.450
H 2.4915 7.9887 -4.1876  0.416
H 2.8131 6.4078 -3.4696  0.394
H 1.4343 5.5583 -1.5287  0.341
C 1.4521 -6.4532 -4.8249  -1.802
C 0.2698 -5.5462 -4.6253  1.516
C -1.0099 -6.3391 -4.9864  -1.560
C 0.2977 -5.2471 -3.0827  -1.476
C -0.5483 -4.0569 -2.5779  -0.719
C -0.3310 -2.8554 -3.4693  -1.401
C -0.3574 -2.9594 -5.0189  2.069
C -1.8385 -3.0456 -5.3923  -1.796
C 0.2759 -1.7590 -5.6768  -2.042
N 0.4038 -4.2260 -5.3809  0.102
O 0.4375 -4.4284 -6.7745  -0.514
H 2.3521 -5.9680 -4.4472  0.443
H 1.2865 -7.3713 -4.2611  0.374
H 1.6571 -6.7696 -5.8476  0.403
H -1.0811 -7.2936 -4.4649  0.388
H -2.0205 -5.9340 -5.0375  0.256
H -0.7040 -6.6246 -5.9929  0.440
H 0.2345 -6.1952 -2.5486  0.485
H 1.3175 -4.9308 -2.8634  0.485
H -1.5814 -4.3652 -2.4173  0.343
H -0.2140 -3.9105 -1.5508  0.440
H 0.6220 -2.4985 -3.0787  0.440
H -1.0320 -2.1226 -3.0696  0.363
H -2.1847 -2.0700 -5.7334  0.437
H -2.4390 -3.5516 -4.6363  0.311
H -1.8030 -3.6309 -6.3112  0.379
H -0.1707 -0.8221 -5.3439  0.411
H 0.0892 -1.7765 -6.7506  0.475
H 1.3642 -1.7018 -5.6955  0.408
H 1.2566 -4.0809 -7.1351  0.340
C 4.8493 -3.2467 1.2913  -0.956
C 5.9364 -2.6308 0.3672  -0.187
O 5.2611 -2.1005 -0.7255  -0.522
H 4.1853 -4.0468 0.9641  0.282
H 4.1153 -2.5351 1.6695  0.273
H 5.3499 -3.7636 2.1100  0.315
H 6.6975 -3.3560 0.0796  0.266
H 6.4198 -1.7210 0.7231  0.233
H 4.6643 -1.4022 -0.4467  0.291
C 5.1257 6.1935 4.2647  -0.961
C 4.5789 5.1807 3.1336  -0.309
O 4.4738 5.6343 1.8506  -0.485
H 6.0176 6.7412 3.9604  0.333
H 5.2402 5.7038 5.2317  0.301
H 4.2651 6.8564 4.3540  0.260
H 3.6517 4.6483 3.3455  0.304
H 5.2633 4.3324 3.1296  0.274
H 5.2961 6.0739 1.6224  0.285
O 2.7354 1.1371 0.3658  -0.614
H 2.2331 1.6319 -0.2816  0.313
H 2.3418 1.3726 1.2060  0.310

=====

Number 1: orbital gap 0.081 Eh. Number 2: orbital gap 0.193 Eh. Number 3: orbital gap 0.303 Eh.